(1)
Entry from the OMol25 dataset: a cluster of 2 separate species, C12H18N2S in total at a distorted geometry (ωB97M-V with the def2-TZVPD basis set).

Each line ends with the natural charge from an NBO analysis.
Geometry (Å):
C -1.76703 -1.13456 4.54598  -0.192
C -0.37665 -1.08983 4.40434  -0.215
C -2.60792 -1.17327 3.42618  -0.226
C 0.13226 -1.26954 3.09808  -0.201
C -2.07640 -1.43486 2.17243  -0.193
C -0.72784 -1.57829 2.05580  -0.242
C 1.62837 1.48102 -2.64145  -0.408
C 2.10654 1.75074 -1.24769  -0.399
C 0.09540 1.36457 -2.63586  -0.382
C 1.71556 0.40126 -0.57461  -0.452
C -0.54447 0.33828 -1.67287  -0.496
C 0.19398 0.35271 -0.39424  -0.072
N -1.21159 -2.62196 -0.31000  -1.163
N 1.19879 -2.85880 0.84482  -1.156
S 0.01415 -1.99355 0.46408  1.593
H -2.14395 -1.03858 5.55522  0.214
H 0.21998 -0.96545 5.27723  0.220
H -3.65132 -1.42134 3.41081  0.222
H 1.21274 -1.40027 2.81604  0.248
H -2.60644 -1.52077 1.26864  0.248
H 1.93899 2.31782 -3.32888  0.210
H 2.02289 0.61223 -3.08063  0.199
H 3.16755 1.80316 -1.17841  0.218
H 1.50422 2.54183 -0.65209  0.204
H -0.25576 2.39615 -2.20817  0.195
H -0.21776 1.07875 -3.62216  0.219
H 2.00814 -0.31021 -1.22899  0.193
H 2.26855 0.15613 0.39304  0.220
H -1.60867 0.45459 -1.44514  0.229
H -0.47202 -0.65776 -2.09829  0.230
H -0.25356 0.82285 0.40075  0.186
H -0.86579 -3.22243 -1.01591  0.362
H 1.88753 -3.12105 0.16481  0.387

## Properties
Total charge ... 0
LUMO energy (alpha / beta) ... -0.0025 / -0.0025 Eh
Energy ... -975.54840 a.u.
Energy above the lowest of the compared OMol25 structures with the same formula, charge and spin ... 488.0 kJ/mol
HOMO level (alpha / beta) ... -0.28130 / -0.28132 Eh

(2)
Entry from the OMol25 dataset: the ion C12H18NO with charge +1 at a distorted geometry (ωB97M-V with the def2-TZVPD basis set).

Each line ends with the Löwdin spin population.
Geometry (Å):
C 2.29693 2.76729 -1.00194  0.109
C 1.65086 2.10087 -0.30902  0.036
C 0.83345 3.34258 2.09082  0.190
C 0.66671 2.03075 1.88245  0.026
C 0.63375 -0.37594 -2.01584  0.052
C -0.52368 -1.35223 -1.97846  0.102
C 1.57204 -0.55758 -0.75177  0.045
C 0.35012 -0.99916 1.43260  0.016
C -1.71748 -1.03909 -1.19690  0.537
C 1.07121 1.28077 0.66208  0.182
C 0.96048 -0.01921 0.45230  0.228
C -3.97640 -1.54638 -0.73757  0.007
N 1.10918 -1.26506 2.65471  0.092
O -2.76515 -1.68191 -1.46061  0.233
H 2.70162 3.50590 -1.65845  0.006
H 0.65645 3.77038 3.10056  0.008
H 1.15686 4.10663 1.25869  0.007
H 0.29686 1.44200 2.72636  -0.001
H 1.23792 -0.63614 -2.91070  0.005
H 0.27073 0.62074 -2.13918  0.003
H -0.87428 -1.49947 -2.99236  0.014
H -0.06878 -2.30176 -1.63160  0.029
H 1.80528 -1.69880 -0.63725  0.003
H 2.65656 -0.18024 -1.03008  0.011
H -0.66853 -0.72661 1.82529  0.005
H 0.14115 -1.86818 0.83808  0.005
H -1.65008 -0.29931 -0.30108  0.035
H -3.97515 -0.78532 0.07366  0.002
H -4.29929 -2.66030 -0.39805  0.006
H -4.83133 -1.34518 -1.53467  0.005
H 2.02841 -1.60678 2.39561  0.001
H 1.25357 -0.52326 3.29235  0.003

## Properties
Total charge ... +1
<S²> ... 2.02
LUMO energy (alpha / beta) ... -0.1609 / -0.2799 Eh
Energy ... -597.49565 a.u.
Energy above the lowest of the compared OMol25 structures with the same formula, charge and spin ... 97.0 kJ/mol
HOMO level (alpha / beta) ... -0.33434 / -0.49513 Eh
Spin multiplicity ... 3

(3)
Entry from the OMol25 dataset: the ion C12H18NS with charge +1 at a distorted geometry (ωB97M-V with the def2-TZVPD basis set).

Each line ends with the natural charge from an NBO analysis.
Geometry (Å):
C -1.49175 1.69798 0.49213  -0.250
C -2.83434 1.95856 0.25151  -0.362
C -1.13492 0.31672 0.33789  -0.133
C -2.19883 -0.42876 -0.12262  -0.166
C -2.21750 -1.86616 -0.32286  -0.439
C 2.00160 1.88322 0.22408  -0.420
C 2.82713 0.59060 -0.14391  -0.427
C -0.76701 -2.47436 -0.02883  -0.226
C 0.28739 -0.15778 0.46712  0.167
C 1.24560 0.77097 -0.43953  -0.052
C 0.76529 -0.33317 1.88476  -0.664
C 0.84678 0.86580 -1.90044  -0.616
N 0.37250 -1.56258 -0.19009  -0.506
S -3.71595 0.54232 -0.11874  0.469
H -0.70284 2.42223 0.54952  0.234
H -3.53737 2.71752 0.25346  0.250
H -2.89020 -2.38173 0.29507  0.252
H -2.39196 -2.17525 -1.43563  0.228
H 1.80167 2.15977 1.29811  0.243
H 2.27395 2.68844 -0.48451  0.244
H 3.34875 0.61808 -1.03156  0.223
H 3.16574 0.00603 0.75374  0.226
H -0.73554 -2.62120 1.07479  0.216
H -0.64830 -3.43503 -0.57748  0.247
H 1.77601 -0.87757 1.84033  0.222
H 0.05129 -0.93338 2.55698  0.251
H 0.85579 0.70303 2.46679  0.269
H 1.65495 0.99422 -2.52018  0.234
H 0.15322 1.69397 -2.02787  0.242
H 0.26036 0.01562 -2.26677  0.188
H 1.12788 -2.06125 0.06141  0.421
H 0.45058 -1.33684 -1.19668  0.435

## Properties
Total charge ... +1
LUMO energy ... -0.1009 Eh
Energy ... -920.67186 a.u.
Energy above the lowest of the compared OMol25 structures with the same formula, charge and spin ... 61.3 kJ/mol
HOMO level ... -0.44528 Eh
SMILES ... CC1([C@]2(C)[NH2+]CCc3sccc32)CC1

(4)
Entry from the OMol25 dataset: an isolated molecule of C12H18O2 at a distorted geometry (ωB97M-V with the def2-TZVPD basis set).

Each line ends with the natural charge from an NBO analysis.
Geometry (Å):
C -2.67124 -2.07121 -0.52249  -0.609
C -1.80914 -2.77573 0.49884  -0.426
C -0.66280 -1.89938 0.89413  -0.063
C 1.13927 -0.71834 -0.13435  0.304
C 2.41792 -1.20464 -0.38896  -0.264
C 3.54910 -0.38218 -0.29278  -0.223
C 3.41711 0.97344 0.10846  -0.213
C 2.11382 1.49376 0.35762  -0.229
C 1.01434 0.63122 0.22290  0.218
C -1.04064 1.29396 -0.71585  -0.065
C -2.42516 1.76628 -0.30858  -0.421
C -2.38065 3.15195 0.26965  -0.610
H -3.28917 -1.26345 -0.09249  0.201
H -3.39729 -2.81444 -0.92421  0.209
H -2.11792 -1.67365 -1.35118  0.219
H -2.37654 -3.08018 1.35502  0.214
H -1.40776 -3.70492 0.04229  0.205
H -1.01213 -0.96868 1.36017  0.189
H 0.09505 -2.43004 1.50853  0.184
H 2.50643 -2.26024 -0.67974  0.225
H 4.56283 -0.72492 -0.59541  0.218
H 4.24471 1.62452 0.19523  0.211
H 2.01330 2.52450 0.64946  0.225
H -1.11580 0.33509 -1.23818  0.190
H -0.56572 2.00732 -1.43141  0.167
H -2.90552 1.11266 0.43270  0.203
H -3.09678 1.73220 -1.18189  0.207
H -3.34530 3.47472 0.68059  0.210
H -1.61866 3.17993 1.06772  0.218
H -2.03377 3.92343 -0.48463  0.199
O 0.07222 -1.55738 -0.33334  -0.556
O -0.21115 1.23880 0.42783  -0.536

## Properties
Total charge ... 0
LUMO energy ... 0.0374 Eh
Energy ... -618.49478 a.u.
Energy above the lowest of the compared OMol25 structures with the same formula, charge and spin ... 59.9 kJ/mol
HOMO level ... -0.31913 Eh
SMILES ... CCCOc1ccccc1OCCC

(5)
Entry from the OMol25 dataset: a structure of composition C12H19BEuN11O4S5 at a distorted geometry (ωB97M-V with the def2-TZVPD basis set).

Each line ends with the Löwdin spin population.
Geometry (Å):
Eu -0.51744 0.02301 -0.42794  6.079
S -1.20061 3.90949 6.41214  0.000
C -0.95975 3.10564 5.00624  0.000
S -0.43215 3.85080 3.54103  0.000
C -0.30538 2.40006 2.55980  -0.001
C -0.59523 1.22331 3.16344  -0.001
S -0.61101 -0.35000 2.46609  -0.014
S -1.07221 1.38382 4.84363  0.000
S 0.21480 2.56269 0.92206  -0.010
B -0.50747 -3.24037 -1.20749  0.000
N 0.79538 -2.98113 -0.39332  0.000
C 1.67468 -3.84598 0.12903  0.001
C 2.57400 -3.13921 0.91265  0.000
C 2.14662 -1.81434 0.81637  0.000
N 1.07787 -1.72777 0.02571  -0.014
N -1.71857 -2.95603 -0.26853  0.000
C -2.38267 -3.80044 0.52363  0.000
C -3.39308 -3.10257 1.16574  0.000
C -3.25802 -1.80102 0.69629  0.000
N -2.24768 -1.70802 -0.17214  -0.008
H -0.51858 -4.39139 -1.57694  0.000
H -0.58676 -2.42429 -2.10812  0.000
H 1.59892 -4.90078 -0.08709  0.000
H 3.40261 -3.52727 1.48328  0.000
H 2.54105 -0.92671 1.28730  0.000
H -2.10265 -4.84233 0.57202  0.000
H -4.11072 -3.47767 1.87673  0.000
H -3.83945 -0.93009 0.94464  0.000
N -2.96966 1.47931 1.13985  0.000
N -2.68424 2.84021 0.89146  0.000
C -1.66789 3.05280 -0.04586  0.000
N -1.59998 4.37084 -0.49749  0.000
N -1.70529 1.98974 -0.99456  -0.008
N -0.79164 1.96696 -1.92497  -0.004
O 0.02428 2.85976 -2.16807  0.002
O -0.74147 0.82013 -2.53544  -0.015
H -3.94445 1.34383 0.90696  0.000
H -2.80657 1.23664 2.10774  0.000
H -2.57664 3.39436 1.72886  0.000
H -1.63475 5.04410 0.25463  0.000
H -0.80631 4.52077 -1.10100  0.000
C 4.92191 0.97303 -2.54840  0.000
O 3.83245 1.31200 -1.68539  0.000
C 2.67998 0.64825 -1.76874  0.000
O 1.81956 0.87357 -0.94371  -0.005
N 2.55896 -0.27033 -2.76255  0.000
N 1.35023 -0.94866 -2.83772  0.000
H 5.76578 1.55848 -2.20555  0.000
H 4.69823 1.24421 -3.58087  0.000
H 5.16376 -0.08571 -2.47217  0.000
H 3.17400 -0.25569 -3.55440  0.000
H 1.50061 -1.94289 -2.92089  0.000
H 0.77263 -0.59708 -3.58796  0.000

## Properties
Total charge ... 0
<S²> ... 12.02
LUMO energy (alpha / beta) ... -0.0342 / -0.0170 Eh
Energy ... -4098.05436 a.u.
Energy above the lowest of the compared OMol25 structures with the same formula, charge and spin ... 61.7 kJ/mol
HOMO level (alpha / beta) ... -0.26011 / -0.26024 Eh
Spin multiplicity ... 7

(6)
Entry from the OMol25 dataset: an isolated molecule of C12H19BS at a distorted geometry (ωB97M-V with the def2-TZVPD basis set).

Each line ends with the natural charge from an NBO analysis.
Geometry (Å):
S -0.42410 -0.29531 0.98194  0.044
B 0.98456 -0.29571 -0.12426  0.663
C -4.44905 1.71671 0.74892  -0.214
C -4.35512 0.32598 0.79337  -0.197
C -3.31344 2.50690 0.73448  -0.189
C -3.13304 -0.27867 0.90131  -0.219
C -2.07392 1.89124 0.71208  -0.226
C -2.00066 0.51443 0.81485  -0.137
C -0.66506 -1.72242 -2.02792  -0.615
C 4.44917 -0.33862 1.74675  -0.598
C 0.85275 0.14422 -1.60743  -0.792
C 2.36823 -0.84047 0.39959  -0.780
C 0.59864 -1.02894 -2.49267  -0.380
C 3.23910 0.24956 1.05016  -0.375
H -5.42659 2.20222 0.71435  0.215
H -5.23337 -0.27367 0.81945  0.215
H -3.39453 3.58923 0.71834  0.217
H -3.02568 -1.31528 0.97279  0.223
H -1.18280 2.48740 0.73001  0.222
H -1.52922 -1.08252 -2.03763  0.206
H -0.90541 -2.61433 -2.60393  0.209
H -0.53547 -2.06315 -0.97162  0.208
H 4.13254 -1.04112 2.49591  0.202
H 5.03806 0.40527 2.27089  0.206
H 5.08782 -0.86983 1.06174  0.200
H 1.77401 0.67784 -1.90661  0.225
H 0.02189 0.83225 -1.63173  0.215
H 2.92796 -1.36105 -0.39135  0.225
H 2.04430 -1.61387 1.10467  0.226
H 0.48469 -0.63846 -3.52979  0.201
H 1.44825 -1.70046 -2.51477  0.198
H 2.63935 0.85017 1.77350  0.203
H 3.55614 0.98047 0.29459  0.196

## Properties
Total charge ... 0
LUMO energy ... 0.0261 Eh
Energy ... -891.69040 a.u.
Energy above the lowest of the compared OMol25 structures with the same formula, charge and spin ... 34.5 kJ/mol
HOMO level ... -0.31676 Eh
SMILES ... CCCB(CCC)Sc1ccccc1

Q: What is the formula in the third record?
A: C12H18NS

Q: Among the records above, which one has the lowest energy above the lowest of the compared OMol25 structures with the same formula, charge and spin?
A: C12H19BS